2 unconnected molecules or ions with the total composition C7H17N2S in a non-equilibrium geometry, computed with ωB97M-V/def2-TZVPD.

Output
Multiplicity: 1
Net charge: +1
Molecular weight (g/mol): 161.3
HOMO-LUMO gap (eV): 8.7
Highest occupied orbital energy (eV): -11.50

Geometry as XYZ:
```
27
Properties=species:S:1:pos:R:3:forces:R:3
C 1.17365 -1.34563 1.11890 -2.2714 -0.1911 -0.2280
C -0.28405 -1.77473 1.58146 1.9409 4.6104 2.1541
C -0.05429 -0.58672 0.67733 -0.8132 0.2020 0.9826
C 0.82329 1.30439 -1.65671 -1.9144 0.2644 -2.1561
C -0.06618 -0.42154 -3.16484 1.2598 1.8853 0.1337
C -0.48420 1.29471 2.09195 0.9243 0.0660 -3.4587
C 0.45274 -0.12949 -1.78661 1.1868 -2.3091 0.4970
N -0.38141 0.75210 3.28933 2.0483 -0.2947 1.0468
N -0.60367 -0.59937 -0.74654 0.9050 -0.9258 0.5437
S -2.10539 1.74207 1.53827 0.1706 1.6231 -1.1846
H 1.80782 -0.76026 1.78662 0.0744 -0.6040 -0.0799
H 1.58820 -2.15396 0.53768 0.5533 0.2267 -0.2663
H -0.69208 -2.69693 1.37515 -0.5683 -1.9169 -0.8778
H -0.48591 -1.41846 2.65524 0.0095 -0.9318 -1.5742
H 0.79325 1.50153 -0.65079 0.7444 1.1587 2.4421
H 1.77450 1.35726 -2.16304 0.3484 0.7096 0.2539
H 0.06062 1.96201 -2.18911 0.9684 -0.6673 0.6536
H 0.39251 -1.26245 -3.59138 0.0284 -1.4183 -0.6532
H 0.33626 0.45786 -3.67808 -0.4057 -0.4322 -0.8087
H -1.12469 -0.36760 -3.21891 -0.9936 -0.2318 -0.2505
H 0.36461 1.88687 1.60718 -1.2141 -0.9969 1.3347
H 1.48599 -0.72514 -1.60871 -2.8211 0.8625 0.1151
H 0.60804 0.56404 3.61602 -1.9909 0.1082 -0.2680
H -1.14020 0.16926 3.63876 0.3918 0.3481 0.1288
H -0.90970 -1.56234 -0.98912 0.5618 0.4195 -0.0113
H -1.52066 -0.10051 -0.78768 1.0214 0.3514 0.1082
H -1.80905 2.91303 0.71764 -0.1445 -1.9158 1.4232
```
Forces are in eV/Å.

These are the natural (NBO) partial charges, in e, on atoms 1 to 8: -0.46 -0.45 -0.08 -0.63 -0.64 -0.02 -0.01 -0.77



A gas-phase ion, C7H17N2S (charge +1) in a non-equilibrium geometry, computed with ωB97M-V/def2-TZVPD.

Output
Multiplicity: 1
Net charge: +1
Molecular weight (g/mol): 161.3
SMILES: CSC[C@]1(C)[N@H+](C)[C@@]1(C)N
HOMO-LUMO gap (eV): 9.5
Highest occupied orbital energy (eV): -12.12

Geometry as XYZ:
```
27
Properties=species:S:1:pos:R:3:forces:R:3
C -1.27468 -1.89638 2.63341 -1.6499 0.0473 1.0057
C 0.23117 0.25725 1.37117 -3.7039 -2.7089 -0.8597
C 0.13900 -0.47223 -1.14052 0.4748 -0.4729 -1.9224
C 0.77829 0.27656 -0.03424 2.0527 -1.3992 0.4758
C -1.26994 -0.85773 -1.19402 0.0769 -3.3842 1.8233
C 2.24707 0.54388 0.15764 0.6589 0.3758 1.8933
C -0.65896 2.20907 -0.64761 -0.6254 2.0954 -2.7900
N 0.76841 -0.99352 -2.25457 0.9431 -0.1547 0.0126
N 0.24009 1.12636 -1.06752 -0.9348 2.5815 0.9713
S 0.32559 -1.56011 2.01333 1.4805 1.8219 -1.2690
H -2.14367 -1.48007 1.99710 1.3528 -1.2026 0.7762
H -1.38846 -1.45686 3.65923 -0.0229 -0.5007 -0.8665
H 0.72251 0.93808 1.99062 0.6679 0.9574 1.0435
H -0.88620 0.44798 1.34991 1.3095 -0.0543 0.3306
H -1.84755 -0.39271 -0.45322 -1.1426 0.6076 0.7096
H -1.40678 -1.99850 -1.13817 0.5393 1.5817 0.6130
H -1.58276 -0.72208 -2.16110 -1.2304 1.1262 -2.2381
H 2.63431 -0.10816 0.94321 -0.0556 -0.2228 -0.0552
H 2.21523 1.53631 0.69471 0.5213 -0.6580 -0.9138
H 3.01496 0.52077 -0.59828 -0.3190 0.1444 -0.8661
H -0.03869 3.10268 -0.53029 0.1072 -0.1751 0.5398
H -1.23000 2.51208 -1.56284 -0.0045 -0.4815 0.8265
H -1.33941 2.15647 0.18180 0.0704 -0.8925 0.3114
H 0.15828 -1.22313 -3.08542 1.6257 0.3312 1.4713
H 1.80277 -1.01299 -2.27140 -1.3134 -0.1672 -0.5001
H 0.98408 1.57589 -1.59837 -0.0541 -0.6290 -0.2553
H -1.19465 -3.02892 2.74543 -0.8246 1.4331 -0.2679
```
Forces are in eV/Å.

These are the natural (NBO) partial charges, in e, on atoms 1 to 8: -0.79 -0.50 0.38 0.08 -0.65 -0.64 -0.45 -0.82



2 unconnected molecules or ions with the total composition C7H17N6 in a non-equilibrium geometry, computed with ωB97M-V/def2-TZVPD.

Output
Multiplicity: 1
Net charge: +1
Molecular weight (g/mol): 185.3
HOMO-LUMO gap (alpha / beta) (eV): 8.4 / 8.4
Highest occupied orbital energy (alpha / beta) (eV): -11.47 / -11.47

Geometry as XYZ:
```
30
Properties=species:S:1:pos:R:3:forces:R:3
C -1.48064 0.15968 1.80085 2.5108 0.4566 -1.4278
C -3.12350 0.14135 -0.12383 2.4007 -0.7051 0.2931
C -2.84620 0.22975 1.34585 -3.9142 1.7718 2.0213
C 4.01754 0.96423 -0.39849 0.4202 3.5536 -0.4743
C 0.06879 -1.86085 -0.54150 -1.1450 -0.0408 -2.6675
C 2.91576 0.60955 -1.37681 0.0358 2.5920 0.4140
C 0.87700 -0.71384 -1.19137 -1.2565 -2.3813 2.4960
N -0.50091 0.40325 0.95095 -0.4523 -0.0859 2.6014
N -4.23685 -0.21178 -0.55477 -1.0417 0.6974 -1.0937
N -1.94673 0.28807 -0.89513 -2.9800 -0.2789 -0.4776
N -1.06768 -0.20352 3.03564 1.5535 -0.1701 2.1427
N 2.03964 -0.34971 -0.74661 -1.2932 1.4830 -2.5797
N -0.77151 0.67059 -0.34607 2.9424 3.4633 -2.1238
H -3.51578 -0.44605 1.94841 0.5845 0.3477 -0.9340
H -3.32875 1.28021 1.63644 1.2245 -1.8077 -0.3527
H 4.38746 0.17403 0.12892 0.7785 -2.4655 1.5950
H 4.97832 1.47640 -0.74163 -1.6077 -0.6305 -0.4018
H 3.57134 1.71442 0.30037 0.4718 -0.7848 -0.1583
H -0.19870 -1.69654 0.48002 -0.0328 0.3443 0.5023
H -0.90737 -2.10130 -1.17727 2.1434 0.7857 1.4160
H 0.63490 -2.76893 -0.57441 0.6034 -0.5687 -0.1055
H 2.43433 1.60192 -1.52700 -0.3182 -0.9455 -0.3252
H 3.22810 0.24464 -2.30116 0.7265 -0.6373 -1.5798
H 2.53284 -0.69029 -0.00510 0.2746 -1.7949 2.9789
H 0.57676 -0.53458 -2.18005 0.0104 1.0085 -1.2114
H -4.24387 -0.05633 -1.57496 -0.3587 -0.5942 0.3054
H -2.06323 0.33099 -1.91564 0.4857 0.0067 0.8283
H -1.52851 -0.23978 3.98562 0.0250 0.2235 -2.3078
H -0.01879 -0.15085 3.13680 -1.7657 -0.0501 -0.2412
H -0.48375 1.73528 -0.57806 -1.0256 -2.7927 0.8681
```
Forces are in eV/Å.

These are the natural (NBO) partial charges, in e, on atoms 1 to 8: 0.44 0.44 -0.57 -0.63 -0.69 -0.23 0.31 -0.41



2 unconnected molecules or ions with the total composition C7H17NO in a non-equilibrium geometry, computed with ωB97M-V/def2-TZVPD.

Output
Multiplicity: 1
Molecular weight (g/mol): 131.2
SMILES: CCN(C)C(C)=O.CC
HOMO-LUMO gap (eV): 9.9
Highest occupied orbital energy (eV): -9.11

Geometry as XYZ:
```
26
Properties=species:S:1:pos:R:3:forces:R:3
C -0.27899 0.98440 -1.54142 1.2327 -0.5361 0.8396
C -0.33885 -0.15382 -2.56354 0.8383 1.3432 -0.3423
C 1.76913 2.38323 -1.16367 0.3113 -0.0596 -0.8136
C 0.47787 -0.59781 0.78509 0.2655 0.2930 -0.3419
C 1.36893 0.48799 0.22571 0.9773 -0.3418 0.4717
O 2.36384 0.77039 0.88369 -0.1438 0.2374 -0.2766
N 1.06721 1.13432 -0.93966 -0.3209 0.1116 0.4036
H -0.51695 1.96616 -1.94050 -0.4786 -0.1018 -0.0525
H -0.90599 0.70844 -0.69416 -0.5605 0.4401 -0.2886
H 0.48073 -0.84431 -2.37879 -0.7439 -0.8359 0.7374
H 0.02108 0.18190 -3.53063 -0.5143 0.4869 -0.4615
H 1.29917 3.24682 -0.71393 -0.3521 0.1689 0.4610
H -0.14311 -0.06419 1.48659 -0.6393 0.0214 0.1314
H -1.37565 -0.46576 -2.61971 0.2078 -0.8070 -0.2120
H 2.79679 2.34157 -0.82393 -0.0240 -0.2296 0.1397
H 1.78134 2.57002 -2.22897 0.0670 0.0535 -0.3835
H -0.10767 -1.15982 0.06119 -0.0714 -0.0170 0.1327
H 1.09820 -1.23610 1.40691 0.0897 -0.1625 -0.2399
C -2.77209 -2.60921 1.63104 -0.1770 1.1267 0.5296
C -2.18114 -1.51706 2.57062 -0.0351 -1.2507 -0.1312
H -3.22184 -3.38382 2.24385 -0.0683 -0.2925 -0.3000
H -3.52730 -2.11531 1.01697 -0.2304 -0.4211 0.0054
H -2.02867 -3.01804 0.95025 0.0704 -0.1083 0.1255
H -2.61227 -1.52625 3.56972 -0.4947 0.0954 -0.1341
H -2.31066 -0.54603 2.11701 0.3237 0.3355 0.1157
H -1.15020 -1.78100 2.75920 0.4705 0.4505 -0.1156
```
Forces are in eV/Å.

These are the natural (NBO) partial charges, in e, on atoms 1 to 8: -0.21 -0.64 -0.41 -0.72 0.68 -0.64 -0.44 0.21



2 unconnected molecules or ions with the total composition C7H17NO in a non-equilibrium geometry, computed with ωB97M-V/def2-TZVPD.

Output
Multiplicity: 1
Molecular weight (g/mol): 131.2
SMILES: CCN(C)C(C)=O.CC
HOMO-LUMO gap (eV): 10.0
Highest occupied orbital energy (eV): -9.27

Geometry as XYZ:
```
26
Properties=species:S:1:pos:R:3:forces:R:3
C -0.71076 2.67215 1.61433 -0.7684 1.1530 0.8001
C -0.94502 3.78729 2.68566 1.0973 -1.4094 -0.1068
H -0.80130 1.66510 2.01465 -0.1678 -0.0008 0.1442
H -1.56093 2.90059 0.96786 0.5037 -0.7353 -0.8333
H 0.27766 2.74948 1.15876 -0.3033 0.1908 -0.3100
H -0.94060 4.75313 2.19144 0.0565 0.1679 0.2185
H -0.17157 3.70239 3.45073 0.0330 0.4812 0.0223
H -1.88330 3.61123 3.18646 -0.4490 0.1309 0.0572
C -0.37182 -0.59337 -0.63590 -0.1107 -0.7148 0.7701
C -1.52719 -1.55257 -0.32901 -1.3028 -1.7804 -0.6899
C 0.21179 -1.40306 -2.79687 0.8933 -1.5649 -2.9759
C 2.26286 -1.60757 0.36835 0.6993 0.0178 -0.2802
C 1.85003 -1.84464 -1.07405 -1.2636 -0.2429 1.0643
O 2.47696 -2.58919 -1.79749 0.2985 0.3431 -0.2881
N 0.64659 -1.29833 -1.43089 -1.3417 0.9788 -0.6980
H -0.71355 0.24023 -1.24044 0.0949 0.3466 0.2793
H 0.00750 -0.30492 0.33504 0.3110 0.6249 -0.2122
H -2.57648 -1.35227 -0.58018 0.3469 1.1355 -0.5412
H -1.72442 -1.88356 0.70221 1.1267 0.0622 -0.0734
H -0.79879 -1.39097 -3.20742 -0.9176 0.5791 1.8423
H 2.14513 -2.55117 0.90200 0.0592 0.0496 0.0244
H -1.34531 -2.43312 -0.98120 -0.0935 0.0809 0.7925
H 0.67019 -0.70446 -3.50809 0.5603 0.1660 0.5171
H 0.43193 -2.39274 -3.22562 0.7644 0.1276 0.4061
H 3.32746 -1.36636 0.31454 -0.0569 -0.1403 0.2298
H 1.76293 -0.81331 0.91515 -0.0694 -0.0469 -0.1593
```
Forces are in eV/Å.

These are the natural (NBO) partial charges, in e, on atoms 1 to 8: -0.61 -0.60 0.20 0.20 0.20 0.20 0.20 0.20



A molecular structure, C7H17NO in a non-equilibrium geometry, computed with ωB97M-V/def2-TZVPD.

Output
Multiplicity: 1
Molecular weight (g/mol): 131.2
HOMO-LUMO gap (eV): 8.2
Highest occupied orbital energy (eV): -7.48

Geometry as XYZ:
```
26
Properties=species:S:1:pos:R:3:forces:R:3
C -0.25609 -0.06370 -1.11775 -0.8595 -0.2057 1.2789
C 0.93747 0.14750 -2.02370 0.1721 -0.0251 0.4995
C -1.26418 1.06084 -1.26452 0.0118 -0.0656 0.0180
C -0.86640 -1.44517 -1.26315 -0.0766 0.0269 -0.0128
C 1.89138 -0.79082 0.95682 -0.1009 -0.0336 -0.6629
C 0.87590 0.32058 0.88801 -0.9671 0.3265 2.9819
O 1.16096 1.51274 0.93090 -0.0876 -0.4354 -0.6222
H 0.61358 0.17731 -3.07042 -0.1683 0.0485 0.1142
H 1.43344 1.09291 -1.79943 0.0643 -0.0084 0.0164
H 1.65888 -0.66717 -1.95190 0.0512 0.0202 0.0891
H -2.15120 0.89487 -0.64829 0.0224 0.0033 0.0380
H -0.80382 2.00852 -0.97934 -0.0374 0.0340 -0.0035
H -1.60825 1.13701 -2.30114 0.0643 0.0445 -0.0345
H -1.29321 -1.57240 -2.26417 0.0455 -0.0343 -0.0216
H -1.67556 -1.60575 -0.54616 -0.0014 0.0045 -0.0318
H -0.11984 -2.22615 -1.11177 0.0033 -0.0201 -0.0380
H 2.34943 -0.79347 1.94771 -0.2138 0.1242 0.0252
H 1.43195 -1.76232 0.77861 0.0467 -0.0497 -0.0257
H 2.69487 -0.61155 0.24235 -0.0057 -0.0792 -0.0879
C -0.52421 -0.06294 2.17961 1.3784 0.2263 -0.9086
N -1.03611 1.17351 2.61187 -0.1253 0.2097 0.1155
H -0.28237 1.84874 2.72819 -0.1357 -0.1036 -0.1050
H -1.70136 1.56474 1.95661 0.0543 -0.0041 0.0365
H -1.29515 -0.75670 1.84642 -0.0121 0.0393 -0.1111
H 0.09832 -0.54702 2.92974 -0.0007 0.0042 0.0779
H -0.26846 -0.03413 0.34491 0.8778 -0.0475 -2.6254
```
Forces are in eV/Å.

These are the natural (NBO) partial charges, in e, on atoms 1 to 8: -0.07 -0.65 -0.65 -0.64 -0.70 0.41 -0.67 0.22



3 unconnected molecules or ions with the total composition C7H17NO2 in a non-equilibrium geometry, computed with ωB97M-V/def2-TZVPD.

Output
Multiplicity: 1
Molecular weight (g/mol): 147.2
SMILES: C/C=C/C/C(C)=C/N.O.O
HOMO-LUMO gap (eV): 8.4
Highest occupied orbital energy (eV): -7.80

Geometry as XYZ:
```
27
Properties=species:S:1:pos:R:3:forces:R:3
C -2.66258 0.34538 0.19870 -0.4506 0.4443 -0.0803
C -1.26716 0.26575 -0.34636 0.1016 0.0508 0.0320
C -0.60713 1.38706 -0.66683 -0.1317 -0.1122 -0.1213
N -1.16207 2.66257 -0.62747 0.0597 0.2915 0.0202
C -0.68325 -1.11467 -0.59056 0.4588 0.0968 0.0030
C 0.76192 -1.23740 -0.15605 -0.7826 -0.2375 -0.2588
C 1.15386 -1.95914 0.88389 0.4911 -0.0577 -0.2542
C 2.57354 -2.02502 1.34582 0.2625 0.5499 0.2428
H -2.73570 0.96291 1.10226 0.1835 -0.0661 0.0235
H -3.07469 -0.62980 0.45011 0.0487 -0.0581 -0.0560
H -3.34539 0.81960 -0.52146 0.0193 -0.1759 0.0023
H 0.39170 1.38874 -1.09011 -0.0282 -0.2133 0.1545
H -2.01155 2.78376 -0.10254 0.0054 -0.0290 0.1001
H -0.51044 3.42397 -0.50395 -0.1220 -0.1389 -0.0005
H -1.26961 -1.88225 -0.08054 -0.0806 0.1225 0.0534
H -0.75806 -1.33388 -1.66146 -0.0043 -0.1620 -0.0032
H 1.45804 -0.68908 -0.77999 0.2746 0.0212 0.2344
H 0.44813 -2.54177 1.46815 -0.2247 0.0887 -0.0550
H 3.26638 -1.64062 0.59578 -0.0833 -0.0642 -0.1072
H 2.89782 -3.02159 1.63272 -0.0749 -0.1415 0.0194
H 2.69301 -1.36818 2.21709 0.0188 -0.2197 0.0504
H -0.02695 0.91365 1.85044 -0.1156 -0.1972 0.0507
H -0.68312 -0.34612 2.39642 0.2039 0.3345 0.0464
O -0.34395 0.51798 2.67470 -0.0753 -0.1264 0.0261
H 1.02382 0.55859 -3.14653 0.7835 0.3153 0.4909
H 2.52379 0.25619 -3.21094 -0.3022 0.3978 0.3844
O 1.87566 0.78350 -2.70628 -0.4355 -0.7135 -0.9980
```
Forces are in eV/Å.

These are the natural (NBO) partial charges, in e, on atoms 1 to 8: -0.66 -0.10 -0.03 -0.82 -0.45 -0.19 -0.19 -0.64



A gas-phase ion, C7H17NO3P (charge +1) in a non-equilibrium geometry, computed with ωB97M-V/def2-TZVPD.

Output
Multiplicity: 1
Net charge: +1
Molecular weight (g/mol): 194.2
SMILES: C/C=[NH+]/C=P(O)(OCC)OCC
HOMO-LUMO gap (alpha / beta) (eV): 9.1 / 9.1
Highest occupied orbital energy (alpha / beta) (eV): -12.48 / -12.48

Geometry as XYZ:
```
29
Properties=species:S:1:pos:R:3:forces:R:3
C 3.55739 -0.10167 0.24282 -5.3682 1.4088 4.6987
C 1.11067 0.25166 1.99014 1.8263 1.8125 -1.7854
C 4.09848 -1.03685 -0.63292 1.4077 -1.9922 -1.2559
C -2.51340 2.28800 -0.87420 2.4150 -3.8067 1.0380
C -2.42773 -2.05808 -0.22988 1.8871 1.0261 2.1757
C -1.11256 2.46317 -0.35648 0.3528 0.4151 1.1921
C -1.06606 -1.62786 -0.85788 -2.0901 0.7016 2.5336
N 2.32127 -0.17655 0.83105 1.1928 -1.4726 -0.8798
O -1.72413 0.18131 1.68767 1.9555 0.2656 0.1597
O -0.46016 1.13641 -0.35893 -0.2391 -0.4919 1.1373
O -0.06352 -1.25475 0.25197 -2.0287 0.6079 -1.3171
P -0.30109 0.16971 0.90965 0.3946 -0.0816 -0.6888
H 4.21510 0.64172 0.57171 0.4634 1.6453 0.4437
H 1.34683 1.32918 2.21530 -0.3059 -1.0265 0.1751
H 3.55315 -1.93801 -0.69730 -1.0807 -0.8312 -0.6642
H 5.06676 -1.40251 -0.29837 0.3778 0.3935 0.3671
H 4.32311 -0.56634 -1.57753 -0.1550 0.0294 -0.6099
H -2.32154 1.72131 -1.75508 -0.6467 -0.2793 -1.1968
H -3.07705 1.63884 -0.18920 -0.0047 0.4526 -0.1340
H -2.95049 3.16555 -1.05108 -1.9439 3.4043 -0.7626
H -3.10627 -2.45575 -0.93529 -0.5370 -0.6256 -0.6701
H -2.29690 -2.63286 0.70685 0.1804 -0.7863 -0.9974
H -2.84017 -1.19935 0.26473 -0.7226 0.7729 -0.5359
H -1.16881 2.82254 0.68158 0.4131 0.0303 -0.2253
H -0.44457 3.13383 -0.94296 -0.6291 -0.6261 0.3098
H -1.32132 -0.77625 -1.49001 1.0032 -0.1848 -0.1814
H -0.64396 -2.46891 -1.27216 1.2855 -1.3627 -1.4289
H -1.57940 -0.19752 2.58298 -0.3183 0.2186 -0.3718
H 1.82638 -1.04997 0.58281 0.9148 0.3831 -0.5254
```
Forces are in eV/Å.

These are the natural (NBO) partial charges, in e, on atoms 1 to 8: 0.26 -0.68 -0.71 -0.62 -0.65 -0.05 -0.06 -0.49



What is the formula in the eighth record?
C7H17NO3P